{"formula": "C31H83N5O12", "method": "the ωB97M-V functional and the def2-TZVPD basis", "e_homo_ha": [-0.3532, -0.3532], "spin_multiplicity": 2, "charge": 1, "symbols": ["C", "O", "H", "H", "H", "H", "C", "O", "H", "H", "H", "H", "C", "O", "H", "H", "H", "H", "C", "O", "C", "C", "N", "C", "C", "O", "C", "H", "H", "H", "H", "H", "H", "H", "H", "H", "H", "H", "H", "H", "H", "H", "C", "O", "C", "C", "N", "C", "C", "O", "C", "H", "H", "H", "H", "H", "H", "H", "H", "H", "H", "H", "H", "H", "H", "H", "C", "O", "C", "C", "N", "C", "C", "O", "C", "H", "H", "H", "H", "H", "H", "H", "H", "H", "H", "H", "H", "H", "H", "H", "C", "O", "C", "C", "N", "C", "C", "O", "C", "H", "H", "H", "H", "H", "H", "H", "H", "H", "H", "H", "H", "H", "H", "H", "C", "C", "C", "O", "C", "N", "H", "H", "H", "H", "H", "H", "H", "H", "H", "H", "H"], "positions_angstrom": [[-2.478, -3.005, 0.561], [-2.575, -3.519, 1.904], [-2.620, -1.926, 0.491], [-1.537, -3.252, 0.070], [-3.128, -3.457, -0.188], [-2.001, -4.274, 2.054], [-0.486, -0.811, -1.443], [-0.104, -0.434, -0.186], [-0.497, -1.900, -1.409], [-1.526, -0.539, -1.621], [0.148, -0.368, -2.211], [-0.723, 0.234, 0.116], [-3.242, 1.678, -0.139], [-2.317, 1.144, 0.797], [-2.939, 1.453, -1.161], [-4.221, 1.204, -0.064], [-3.333, 2.753, 0.017], [-2.641, 1.467, 1.641], [2.726, 1.672, -0.559], [3.955, 2.302, -0.882], [5.083, 1.470, -1.020], [6.358, 2.243, -1.246], [6.867, 2.911, -0.008], [7.986, 3.815, -0.299], [7.555, 5.128, -1.073], [6.454, 5.740, -0.369], [6.077, 7.012, -0.831], [2.713, 1.288, 0.461], [2.461, 0.936, -1.318], [1.967, 2.454, -0.560], [4.846, 0.940, -1.943], [5.227, 0.824, -0.154], [6.136, 3.062, -1.929], [7.120, 1.753, -1.853], [6.144, 3.538, 0.314], [8.753, 3.293, -0.872], [8.436, 4.047, 0.666], [7.329, 4.906, -2.116], [8.390, 5.828, -1.054], [5.281, 7.408, -0.201], [5.639, 7.001, -1.829], [6.891, 7.737, -0.829], [-4.634, -1.424, -2.973], [-5.920, -0.823, -3.063], [-6.614, -0.605, -1.858], [-7.889, 0.200, -2.204], [-7.526, 1.535, -2.695], [-8.595, 2.159, -3.510], [-8.320, 3.567, -3.936], [-7.045, 3.689, -4.651], [-6.839, 5.103, -4.895], [-4.231, -1.773, -3.924], [-4.684, -2.352, -2.404], [-3.990, -0.666, -2.527], [-6.109, -0.091, -1.040], [-6.953, -1.529, -1.390], [-8.373, 0.386, -1.245], [-8.624, -0.307, -2.829], [-6.694, 1.507, -3.266], [-9.586, 2.197, -3.059], [-8.583, 1.525, -4.396], [-8.306, 4.171, -3.029], [-9.115, 3.954, -4.573], [-6.983, 5.776, -4.049], [-7.520, 5.452, -5.671], [-5.808, 5.217, -5.230], [4.668, -2.428, 5.274], [3.862, -3.377, 4.589], [2.511, -2.954, 4.409], [1.672, -4.061, 3.740], [1.858, -4.223, 2.288], [1.478, -3.148, 1.403], [2.038, -3.362, 0.012], [3.425, -3.058, 0.015], [3.991, -2.696, -1.229], [5.083, -1.585, 4.722], [5.612, -2.930, 5.485], [4.341, -2.134, 6.271], [2.487, -2.040, 3.815], [2.080, -2.715, 5.381], [0.598, -3.975, 3.906], [1.903, -5.012, 4.221], [2.861, -4.319, 2.215], [1.900, -2.232, 1.818], [0.407, -2.958, 1.461], [1.473, -2.660, -0.601], [1.850, -4.361, -0.382], [3.933, -3.566, -1.882], [5.068, -2.552, -1.149], [3.480, -1.945, -1.832], [1.004, -0.367, 10.134], [1.361, -0.128, 8.778], [2.290, 0.948, 8.716], [2.822, 1.010, 7.282], [1.767, 1.261, 6.292], [2.298, 0.893, 4.970], [1.182, 0.654, 4.004], [0.582, -0.544, 4.399], [-0.461, -0.864, 3.534], [1.896, -0.604, 10.713], [0.303, -1.201, 10.114], [0.454, 0.423, 10.647], [3.150, 0.684, 9.331], [1.899, 1.916, 9.030], [3.395, 0.143, 6.954], [3.538, 1.830, 7.208], [1.047, 0.616, 6.585], [2.980, 0.043, 4.967], [3.011, 1.666, 4.683], [1.596, 0.494, 3.009], [0.504, 1.507, 4.035], [-1.143, -0.028, 3.377], [-1.070, -1.682, 3.921], [-0.118, -1.213, 2.560], [-1.569, -0.767, -5.265], [-1.575, -1.756, -6.389], [-2.488, -2.943, -6.218], [-2.322, -3.807, -7.336], [-2.953, -5.048, -7.155], [-1.913, -1.109, -7.644], [-2.553, -0.302, -5.320], [-0.829, 0.008, -5.465], [-1.272, -1.252, -4.335], [-0.562, -2.152, -6.465], [-3.495, -2.525, -6.230], [-2.305, -3.438, -5.265], [-2.875, -5.542, -6.186], [-2.523, -5.703, -7.912], [-4.006, -4.879, -7.380], [-2.841, -0.712, -7.629], [-2.012, -1.863, -8.309]], "atomic_forces_ev_per_a": [[0.7, -0.9, -0.3], [-0.5, 0.9, -0.9], [0.1, 0.0, 0.6], [0.6, 0.3, 0.5], [-1.0, -0.3, 0.5], [0.2, 0.0, -0.4], [-0.8, -0.8, -0.5], [0.6, 0.8, 1.6], [0.3, -0.2, -0.9], [-0.2, 0.2, -0.4], [0.1, -0.3, -0.3], [0.1, 0.2, 0.5], [-0.1, -0.1, -0.3], [-0.4, 0.1, -0.4], [0.5, 0.2, 0.1], [-0.3, 0.0, 0.4], [-0.1, 0.1, -0.3], [0.4, -0.2, 0.4], [0.5, 0.7, 0.0], [-0.2, 1.2, 0.8], [-0.1, -0.5, -0.7], [-0.3, 2.4, 0.2], [0.5, -0.8, -0.9], [-0.7, 0.6, -0.2], [0.2, -0.3, 1.3], [0.5, -0.7, -0.3], [-0.3, 0.2, -0.2], [0.2, -0.6, 0.0], [0.0, -0.4, 0.2], [0.0, 0.1, -0.2], [0.5, -0.9, 0.0], [-0.2, -0.3, 0.0], [-0.7, 0.1, -0.4], [0.2, -0.8, 0.8], [-0.5, -0.2, 0.2], [0.0, 0.0, -0.2], [0.0, 0.4, -0.1], [-0.3, 0.1, -0.1], [0.2, 0.1, -0.1], [0.1, -0.2, 0.3], [0.2, -0.3, -0.4], [0.3, 0.0, 0.1], [0.1, -0.2, 0.7], [-0.6, 0.4, -0.4], [-1.1, -0.3, -0.5], [1.7, 0.4, 2.0], [-2.7, -1.7, -2.5], [0.4, 0.9, 0.2], [1.8, 0.7, -0.6], [-1.7, 0.6, 1.6], [0.5, -0.3, -0.7], [-0.5, 0.7, -0.4], [0.0, 0.2, 0.6], [0.5, -0.4, 0.1], [0.7, 0.4, -0.3], [0.0, -0.4, -0.1], [-0.4, -0.1, 0.2], [0.2, 0.2, -0.4], [1.4, 0.5, 0.3], [0.2, -0.7, 0.4], [-0.1, -0.4, -0.3], [0.1, 0.3, 0.0], [-0.2, -0.2, 0.0], [-0.1, -0.5, 0.5], [0.0, -0.1, -0.2], [-0.2, -0.1, -0.1], [1.4, -1.0, 0.2], [-0.1, 0.5, 0.0], [-0.3, -0.2, 0.0], [-0.1, 0.2, -0.4], [0.6, -1.1, 0.7], [0.6, 0.2, 1.2], [-0.4, 0.8, -0.1], [0.0, 0.7, 0.2], [-0.1, -1.8, -0.7], [-1.0, 0.4, -0.6], [0.0, -0.6, 0.1], [-0.8, 0.2, -0.1], [0.0, 0.1, -0.1], [-0.1, 0.1, 0.2], [-0.1, 0.7, 0.3], [0.3, -0.1, -0.1], [0.3, -0.3, -0.5], [0.2, 0.6, -0.5], [-0.2, -0.5, -0.5], [0.2, 0.2, -0.5], [0.1, -0.3, 0.1], [0.0, -0.4, -0.3], [-0.2, 0.6, 0.5], [-0.1, 0.7, 0.7], [-0.4, -0.7, -0.4], [-0.2, 1.0, 0.8], [0.9, -1.0, -1.4], [-0.2, 1.1, -0.1], [0.7, -0.6, 0.3], [0.3, 0.7, 0.6], [1.2, 0.0, -0.1], [-0.8, -0.2, 0.4], [-0.8, -0.7, -0.3], [0.0, -0.2, 0.1], [0.3, -0.2, 0.1], [0.2, 0.6, -0.3], [0.1, 0.2, 0.4], [-0.4, 0.0, 0.0], [0.0, -0.6, 0.6], [0.1, 0.3, 0.2], [-0.4, -0.3, -0.5], [-0.3, -0.7, 0.3], [-0.4, 0.6, -0.4], [0.0, 0.4, -0.4], [-0.4, 0.0, -0.2], [-0.1, 0.3, 0.0], [0.2, 0.0, 0.4], [0.3, 0.3, -0.2], [0.0, 0.1, -0.3], [0.7, -0.4, -0.7], [0.0, 0.2, 0.0], [0.8, 0.3, 1.4], [-0.6, -0.1, -1.2], [0.4, 0.1, -0.6], [-0.1, 0.2, 0.9], [-0.1, 0.0, -0.1], [-0.5, 0.1, 0.3], [0.2, -0.1, -0.3], [-0.6, -0.2, 0.2], [0.0, -0.4, 0.1], [0.4, 0.4, 0.3], [-0.2, -0.1, 0.1], [-0.3, -0.5, 0.1], [-0.2, 0.3, 0.4], [0.3, 0.0, -0.5]]}